10
Properties=species:S:1:pos:R:3:forces:R:3 method="wB97M-V/def2-TZVPD" smiles="COC(=S)C=O" e_homo_ev=-9.2 lumo_energy_ev=-0.6 multiplicity=1 largest_force_ev_per_a=2.0 charge=0
C 1.1933 0.4552 1.1011 -0.8 -0.5 0.6
C -0.2148 -0.1410 -0.6981 -1.3 -0.7 -1.4
C -1.7103 -0.5549 -0.9393 0.9 0.2 -0.2
H 0.9652 0.5430 2.1656 0.4 0.1 -0.1
H 1.9372 -0.3330 0.9290 -0.2 0.3 -0.1
H 1.5088 1.4119 0.6765 -0.2 -0.3 -0.1
H -2.2579 -0.5357 -0.0090 -0.5 0.0 0.7
O -0.1165 0.0242 0.5861 1.4 0.7 1.0
O -2.2178 -0.8561 -1.9712 0.3 0.0 -0.4
S 0.9129 -0.0134 -1.8406 0.1 0.1 -0.1